Record 1
{"formula": "C34H48As3IN7O13S5Tc", "method": "ωB97M-V/def2-TZVPD", "symbols": ["Tc", "S", "As", "S", "S", "S", "I", "C", "O", "C", "O", "C", "C", "As", "C", "C", "C", "As", "C", "C", "O", "O", "C", "C", "O", "O", "C", "C", "O", "O", "C", "H", "H", "H", "H", "H", "H", "H", "H", "H", "H", "H", "H", "H", "H", "H", "H", "H", "H", "C", "N", "C", "C", "O", "N", "C", "C", "H", "H", "H", "H", "H", "H", "H", "H", "H", "H", "H", "H", "C", "N", "C", "C", "C", "N", "C", "C", "O", "H", "H", "H", "H", "H", "H", "H", "H", "H", "H", "H", "H", "O", "S", "O", "O", "C", "N", "C", "C", "C", "N", "C", "C", "C", "N", "C", "C", "H", "H", "H", "H", "H", "H"], "positions_angstrom": [[-1.3224, -1.3586, -1.5541], [-1.3636, 2.2828, -3.9094], [-0.6366, 0.3259, -4.2192], [0.5627, -0.2843, -2.4044], [-2.1265, -1.3106, -3.7339], [0.3748, 0.0070, -6.0015], [-0.2781, -3.7925, -1.6793], [2.4240, 2.4031, -3.9425], [3.8238, 2.0409, -4.1057], [4.4991, 1.4672, -3.1139], [5.6361, 1.1092, -3.2828], [3.7374, 1.2485, -1.8188], [3.8969, 2.1026, -0.7958], [5.7843, 2.5681, -0.6477], [5.9749, 3.1468, 1.2117], [6.1452, 0.5971, -0.2890], [5.3738, -0.4566, -0.5677], [3.4535, -0.6292, -1.2739], [3.9166, -1.5117, -2.9680], [5.8451, -1.8540, -0.2842], [5.1050, -2.7494, 0.0468], [7.1599, -2.0300, -0.4680], [7.6463, -3.3486, -0.1698], [7.4855, 0.4419, 0.3828], [7.6011, 0.2985, 1.5704], [8.5749, 0.5780, -0.3870], [8.4207, 0.6146, -1.8237], [3.0504, 2.0090, 0.4460], [2.4072, 1.0687, 0.8420], [3.0214, 3.2006, 1.0675], [2.2358, 3.2530, 2.2648], [2.0613, 2.6357, -4.9357], [2.3335, 3.2668, -3.2874], [1.8414, 1.5777, -3.5492], [5.4832, 4.1085, 1.3304], [7.0435, 3.2627, 1.3887], [5.5777, 2.4244, 1.9210], [4.9745, -1.4242, -3.2062], [3.3279, -1.0775, -3.7761], [3.6265, -2.5549, -2.8583], [8.7001, -3.3327, -0.4241], [7.1166, -4.0910, -0.7603], [7.5128, -3.5707, 0.8863], [9.4120, 0.4309, -2.2242], [8.0663, 1.5874, -2.1526], [7.7304, -0.1505, -2.1693], [2.7445, 2.7256, 3.0709], [1.2580, 2.8054, 2.1112], [2.1416, 4.3063, 2.5089], [-1.7810, -1.4622, 3.8172], [-1.4845, -0.7761, 2.5661], [-2.5803, 0.0301, 2.0396], [-0.4793, -1.2035, 1.7476], [-0.5827, -1.1801, 0.4960], [0.6366, -1.6687, 2.3500], [1.1475, -1.1001, 3.5912], [1.6233, -2.4362, 1.5935], [-2.7668, -1.9289, 3.7445], [-1.7994, -0.7688, 4.6609], [-1.0471, -2.2371, 4.0159], [-2.7525, 0.8848, 2.6968], [-3.5039, -0.5506, 1.9853], [-2.3381, 0.3855, 1.0487], [0.4853, -0.3259, 3.9634], [2.1227, -0.6538, 3.3864], [1.2703, -1.8668, 4.3599], [1.1983, -2.7760, 0.6561], [1.9312, -3.3014, 2.1835], [2.4925, -1.8230, 1.3815], [-0.2864, 2.1558, -0.3151], [-1.6632, 2.5762, -0.5350], [-1.8444, 4.0128, -0.7145], [-3.3010, 4.3591, -0.5022], [-4.1032, 3.6052, -1.5332], [-3.7347, 2.1913, -1.5378], [-4.5860, 1.3366, -2.3564], [-2.5482, 1.7250, -1.1103], [-2.3209, 0.4760, -1.1473], [0.1117, 2.7313, 0.5242], [0.3212, 2.3363, -1.2039], [-0.2313, 1.1024, -0.0770], [-1.5172, 4.2986, -1.7211], [-1.2025, 4.5180, 0.0067], [-3.4734, 5.4306, -0.5923], [-3.5992, 4.0445, 0.5003], [-3.9236, 4.0158, -2.5322], [-5.1716, 3.6708, -1.3303], [-5.4043, 0.9134, -1.7694], [-3.9927, 0.5551, -2.8166], [-5.0049, 1.9460, -3.1562], [-10.4372, -0.6998, 3.3256], [-10.0317, -1.0719, 1.9875], [-9.4187, -0.0099, 1.2182], [-10.9821, -1.8918, 1.2562], [-8.6781, -2.2648, 2.2481], [-8.8726, -3.2435, 3.1507], [-7.9004, -4.1291, 3.2846], [-6.7217, -4.0795, 2.5543], [-6.6118, -3.0343, 1.6630], [-7.5720, -2.1326, 1.5029], [-5.3982, -2.8187, 0.8215], [-4.1431, -3.2680, 1.2079], [-3.0424, -2.9362, 0.4513], [-3.1288, -2.2089, -0.6688], [-4.3503, -1.8404, -1.0914], [-5.4947, -2.1091, -0.3703], [-8.0636, -4.9220, 4.0101], [-5.9503, -4.8300, 2.6768], [-4.0053, -3.8356, 2.1197], [-2.0475, -3.2492, 0.7390], [-4.3868, -1.2890, -2.0172], [-6.4603, -1.7460, -0.6999]], "atomic_forces_ev_per_a": [[0.42, 0.69, -0.53], [-0.01, -0.17, 0.03], [0.07, 0.42, -0.28], [-0.31, -0.35, 0.08], [-0.02, -0.14, 0.41], [-0.01, -0.24, 0.13], [-0.03, 0.00, -0.09], [0.27, 0.07, 0.00], [-0.22, 0.02, 0.09], [-0.48, -0.10, 0.09], [0.16, 0.00, -0.06], [0.04, -0.16, -0.25], [0.04, 0.06, 0.47], [0.05, -0.09, -0.09], [-0.04, -0.06, 0.07], [-0.03, 0.04, 0.10], [0.01, -0.19, -0.08], [0.22, 0.11, 0.08], [0.07, 0.01, 0.01], [-0.04, 0.21, 0.04], [-0.11, 0.04, -0.04], [0.01, -0.09, -0.03], [-0.01, 0.13, -0.01], [-0.12, -0.01, -0.16], [-0.02, 0.01, 0.09], [-0.03, 0.05, -0.22], [0.05, -0.08, 0.14], [0.00, 0.01, -0.23], [0.13, -0.17, 0.05], [-0.04, 0.11, 0.02], [0.13, 0.03, -0.02], [0.02, 0.00, -0.06], [0.03, 0.04, 0.02], [0.11, -0.04, 0.05], [0.00, 0.04, 0.00], [0.01, -0.01, 0.03], [-0.03, 0.02, 0.02], [-0.01, 0.00, 0.00], [-0.06, 0.01, 0.02], [0.02, -0.03, -0.03], [0.04, 0.01, -0.01], [-0.04, -0.02, -0.05], [-0.02, 0.03, 0.04], [0.06, -0.01, 0.02], [-0.03, 0.06, 0.00], [0.02, 0.00, 0.04], [0.02, -0.04, 0.01], [0.02, -0.02, 0.03], [0.01, 0.02, 0.01], [0.00, 0.10, 0.00], [-0.16, -0.10, -0.12], [0.09, -0.05, 0.13], [-0.12, -0.03, -0.16], [0.08, 0.02, 0.29], [0.18, -0.01, -0.05], [-0.01, -0.06, -0.12], [-0.16, 0.05, 0.05], [-0.03, 0.02, -0.02], [0.01, 0.02, -0.01], [-0.02, 0.00, -0.02], [0.01, -0.02, 0.03], [-0.02, -0.05, -0.01], [0.06, 0.01, -0.08], [-0.02, 0.03, 0.00], [0.01, 0.00, 0.00], [-0.01, -0.01, -0.01], [-0.04, 0.00, -0.03], [-0.01, 0.02, 0.02], [0.18, 0.11, -0.07], [-0.13, 0.18, 0.16], [0.00, 0.03, -0.04], [0.04, -0.07, 0.00], [0.04, -0.10, 0.09], [0.06, -0.15, -0.05], [-0.10, -0.07, 0.02], [0.00, 0.13, 0.04], [0.28, -0.21, -0.21], [-0.22, 0.21, 0.13], [-0.11, -0.03, -0.14], [0.01, 0.03, -0.05], [-0.02, -0.04, 0.04], [0.03, 0.02, 0.01], [0.01, -0.01, 0.05], [0.01, 0.01, -0.04], [-0.03, 0.07, 0.03], [0.00, 0.00, -0.04], [-0.05, -0.03, 0.02], [0.01, 0.01, 0.01], [0.06, -0.02, -0.03], [-0.01, 0.01, -0.01], [0.05, -0.05, 0.08], [-0.13, 0.04, -0.12], [0.04, 0.01, -0.03], [0.05, 0.00, 0.02], [0.50, -0.32, 0.05], [0.04, 0.29, -0.28], [-0.08, -0.02, 0.07], [0.08, -0.24, 0.17], [0.20, 0.18, -0.25], [-0.54, 0.02, 0.20], [-0.22, 0.00, 0.09], [0.06, -0.06, 0.14], [0.09, -0.05, -0.06], [-0.41, -0.17, 0.08], [0.11, 0.00, 0.22], [-0.07, 0.05, -0.03], [-0.01, 0.03, -0.03], [-0.07, 0.04, -0.02], [0.00, 0.02, -0.04], [-0.03, -0.01, -0.02], [0.05, -0.02, -0.03], [0.04, -0.03, 0.01]], "e_homo_ev": [-5.88, -5.87], "lumo_energy_ha": [0.0354, 0.0019], "s_squared": 3.800, "multiplicity": 4, "charge": -1, "e_tot_ha": -11762.7480}

=====

Record 2
{"formula": "C5H30N2O8", "method": "ωB97M-V/def2-TZVPD", "symbols": ["C", "C", "N", "C", "C", "C", "N", "H", "H", "H", "H", "H", "H", "H", "H", "H", "H", "H", "H", "H", "H", "O", "H", "H", "O", "H", "H", "O", "H", "H", "O", "H", "H", "O", "H", "H", "O", "H", "H", "O", "H", "H", "O", "H", "H"], "positions_angstrom": [[-1.6301, 0.8272, 3.7722], [-0.1503, 0.7825, 3.3344], [0.0139, -0.0890, 2.1818], [-0.3937, -1.4717, 2.4524], [1.3180, 0.0405, 1.5540], [1.3384, -0.2301, 0.0362], [2.6307, 0.3059, -0.3580], [-2.2893, 0.6723, 2.9260], [-1.9063, 1.7501, 4.2763], [-1.7618, 0.0207, 4.4947], [-0.0122, 1.7634, 2.9211], [0.5015, 0.5839, 4.1906], [0.0623, -1.8699, 3.3629], [-1.4789, -1.4604, 2.4562], [-0.1319, -2.1322, 1.6228], [2.1651, -0.6046, 1.8344], [1.6443, 1.0614, 1.6985], [0.6068, 0.4500, -0.4063], [1.1688, -1.2740, -0.2394], [2.8093, 0.7365, -1.2610], [3.4281, -0.3180, -0.3270], [-1.8912, -0.5907, -0.7268], [-1.7514, -1.4165, -1.2094], [-1.2670, -0.6646, 0.0072], [-2.9926, 1.3765, -2.0450], [-3.9257, 1.4494, -1.8279], [-2.7062, 0.5145, -1.6669], [2.4604, 0.8380, -3.3445], [2.5319, 1.3672, -4.1451], [1.5061, 0.6679, -3.3650], [-0.1894, -3.8349, -1.0017], [0.5909, -4.1108, -0.5136], [-0.5961, -4.6318, -1.3521], [4.1758, -1.4168, 1.6069], [4.8099, -0.7236, 1.7948], [4.3552, -2.2785, 1.9773], [-0.1568, 1.4622, -2.9526], [-0.1964, 2.4171, -3.0985], [-0.9129, 1.3763, -2.3530], [-2.0200, 3.7664, -1.3990], [-1.9785, 2.8187, -1.6551], [-2.1533, 3.6047, -0.4545], [-2.1301, -0.3588, -4.5177], [-2.0640, -1.2781, -4.2479], [-1.4311, 0.1018, -4.0328]], "atomic_forces_ev_per_a": [[0.66, -0.85, 0.72], [-1.66, 0.55, -0.83], [0.37, -1.13, -0.01], [0.05, 0.61, -0.62], [0.17, -0.65, -0.72], [0.40, 1.89, 0.09], [1.90, 0.10, -0.75], [-0.08, 0.02, -0.17], [0.19, 0.14, -0.03], [-0.52, -0.05, -0.03], [0.88, 0.67, 0.13], [0.21, -0.07, -0.06], [-0.20, -0.14, 0.21], [-0.19, -0.41, 0.62], [0.25, 0.13, -0.04], [-0.53, 0.03, 1.21], [0.08, 0.22, -0.16], [-0.25, -0.43, -0.28], [-0.17, -0.04, 0.00], [-1.35, 0.01, -0.07], [-0.46, -0.52, 0.70], [0.23, -0.89, -0.05], [-0.02, 0.00, 0.03], [0.02, 0.44, 0.23], [0.06, -0.71, 0.04], [0.00, 0.20, -0.09], [-0.24, 0.54, 0.01], [-0.19, -0.02, -0.65], [0.50, 0.10, -0.03], [0.05, -0.05, 0.58], [-0.18, 0.31, -0.02], [0.00, -0.11, -0.05], [0.11, -0.10, 0.06], [-0.86, 0.08, -0.76], [0.36, -0.47, 0.41], [0.75, 0.19, 0.38], [-0.79, 0.38, 0.25], [0.38, 0.01, -0.28], [0.15, -0.51, -0.03], [0.43, -0.85, 0.50], [-0.61, 0.79, -0.35], [0.02, 0.64, 0.03], [0.06, -0.08, 0.05], [0.06, -0.05, -0.06], [-0.05, 0.10, -0.14]], "e_homo_ev": -8.18, "lumo_energy_ha": 0.0042, "multiplicity": 1, "de_lowest_ev": 3.114, "e_tot_ha": -919.8725}

=====

Record 3
{"formula": "C18H36N7O4", "method": "ωB97M-V/def2-TZVPD", "symbols": ["C", "C", "C", "N", "C", "N", "C", "C", "C", "O", "C", "C", "N", "N", "H", "H", "H", "H", "H", "H", "H", "H", "H", "H", "H", "H", "H", "H", "H", "C", "O", "N", "C", "C", "H", "H", "H", "H", "H", "H", "H", "C", "O", "N", "C", "C", "H", "H", "H", "H", "H", "H", "H", "C", "O", "N", "C", "C", "H", "H", "H", "H", "H", "H", "H"], "positions_angstrom": [[4.3383, -3.8083, 2.1283], [4.6227, -3.2160, 1.1352], [4.8735, -2.4376, -0.0720], [3.8687, -1.3847, -0.2407], [3.7871, -0.3731, 0.6148], [2.8751, 0.6047, 0.4962], [3.0752, 1.3963, 1.5414], [2.2603, 2.5886, 1.8225], [0.7824, 2.2432, 1.6273], [0.6023, 0.9635, 2.1664], [-0.6048, 0.3226, 1.7761], [-0.6476, -0.0131, 0.2956], [4.0999, 0.9647, 2.2907], [4.5674, -0.1813, 1.7076], [3.9787, -4.3040, 2.9964], [5.8499, -1.9583, -0.0082], [4.8364, -3.0647, -0.9527], [3.1933, -1.4525, -0.9906], [2.3920, 2.9378, 2.8446], [2.5754, 3.3795, 1.1466], [0.5605, 2.3039, 0.5617], [0.1553, 2.9749, 2.1394], [-0.6316, -0.6057, 2.3405], [-1.4838, 0.8954, 2.0638], [0.3295, -0.2589, -0.1022], [-0.9467, 0.8874, -0.2430], [-1.3796, -0.7722, 0.0515], [4.4664, 1.3494, 3.1442], [5.3070, -0.7676, 2.0561], [1.6253, -1.8818, -3.0140], [1.4329, -1.0613, -2.1188], [1.4922, -1.6348, -4.3163], [1.7215, -2.6566, -5.3241], [1.0985, -0.2982, -4.7479], [1.9222, -2.9234, -2.7993], [2.5225, -2.3441, -5.9949], [0.8129, -2.8144, -5.9054], [2.0036, -3.5939, -4.8494], [1.8310, 0.4329, -4.4052], [0.1298, -0.0400, -4.3267], [1.0349, -0.2725, -5.8311], [-3.7683, 2.5785, 3.6902], [-3.7545, 1.8359, 2.7252], [-3.5175, 2.1941, 4.9533], [-3.5542, 3.1244, 6.0661], [-3.2037, 0.7970, 5.2058], [-3.9978, 3.6535, 3.6008], [-2.5809, 3.1603, 6.5591], [-4.3063, 2.8125, 6.7924], [-3.8041, 4.1209, 5.7095], [-2.3124, 0.5062, 4.6482], [-4.0289, 0.1633, 4.8809], [-3.0306, 0.6504, 6.2684], [-3.6329, -0.3183, -4.9340], [-2.6409, -0.4205, -5.6321], [-3.6379, -0.4969, -3.6005], [-4.8367, -0.3625, -2.7948], [-2.3788, -0.8358, -2.9670], [-4.6227, -0.0635, -5.3468], [-4.7041, 0.4240, -2.0496], [-5.0531, -1.3017, -2.2823], [-5.6823, -0.1064, -3.4286], [-1.6480, -0.0490, -3.1537], [-1.9973, -1.7681, -3.3876], [-2.5154, -0.9548, -1.8968]], "atomic_forces_ev_per_a": [[-0.34, -0.15, 0.52], [0.10, 0.07, -0.37], [-0.32, 0.58, 0.14], [0.89, -0.34, 0.34], [-0.59, 0.14, -0.38], [0.45, 0.24, 0.48], [0.19, -0.61, -0.50], [-0.34, 0.33, 0.50], [0.17, 0.12, -0.28], [-0.06, 0.10, 0.20], [-0.23, -0.87, -0.14], [0.03, 1.16, -0.21], [-0.25, 0.25, 0.02], [-0.24, -0.31, -0.79], [0.16, -0.15, 0.10], [0.26, -0.16, -0.20], [0.15, -0.11, -0.15], [-0.52, 0.40, 0.03], [0.33, -0.05, 0.09], [-0.05, 0.17, -0.06], [-0.13, -0.27, -0.09], [-0.04, 0.14, 0.04], [0.11, -0.03, 0.25], [-0.07, 0.27, 0.11], [0.14, -0.42, 0.07], [-0.15, -0.03, -0.24], [-0.03, -0.26, 0.18], [0.11, -0.14, 0.06], [-0.03, 0.11, 0.36], [-0.17, -0.04, -0.14], [0.45, -0.17, 0.06], [0.02, -0.05, -0.04], [-0.08, 0.14, -0.01], [0.04, 0.03, 0.17], [0.00, 0.01, -0.01], [0.00, -0.05, -0.03], [0.02, -0.04, -0.03], [0.00, 0.00, 0.03], [-0.01, 0.02, -0.02], [-0.02, 0.02, -0.09], [-0.02, -0.05, -0.01], [-0.09, 0.09, -0.09], [0.13, -0.06, -0.02], [0.05, 0.07, 0.15], [0.03, -0.22, -0.04], [-0.05, 0.06, -0.16], [0.00, 0.00, 0.02], [-0.02, 0.06, 0.05], [0.01, 0.07, 0.04], [-0.01, 0.00, -0.03], [0.00, -0.05, 0.03], [0.03, -0.05, 0.02], [-0.01, 0.04, 0.02], [-0.07, 0.05, -0.11], [0.10, -0.02, 0.02], [-0.13, 0.01, 0.09], [0.23, -0.04, 0.03], [-0.01, -0.04, -0.16], [0.00, -0.01, 0.02], [-0.07, -0.01, 0.02], [-0.07, 0.03, 0.02], [0.01, 0.00, -0.04], [0.05, -0.03, 0.11], [0.10, 0.02, 0.05], [-0.10, 0.04, 0.01]], "e_homo_ev": -10.86, "lumo_energy_ha": -0.0829, "multiplicity": 1, "charge": 1, "e_tot_ha": -1391.4277}